Molecular formula: C8H12N2O3
Method: DFT, the ωB97M-V functional and the def2-TZVPD basis

Summary:
- Charge: 0
- LUMO level: -0.21 eV
- Strongest force on any atom: 7.11 eV/A
- ΔE to the lowest compared entry with this formula, charge and spin: 654.2 kJ/mol

Last column: natural (NBO) charge in e.
Element x y z (Å)
1 C 0.2107 1.7017 -3.5188  -0.4488
2 C 0.2431 0.6932 -1.2210  0.3451
3 C -1.6000 0.6094 -0.1279  0.0259
4 C -1.0706 -0.2680 0.8462  -0.1002
5 C -1.7471 -0.4920 2.2261  -0.1189
6 C 0.2902 -0.6617 0.7068  -0.0066
7 C 1.0208 -1.5485 1.7819  -0.1195
8 C 0.9749 -0.3224 -0.4953  0.2209
9 H -0.6727 2.5153 -3.2669  0.2190
10 H -0.3281 0.6345 -3.7443  0.1991
11 H 0.7254 1.9235 -4.5026  0.2129
12 H 1.6729 2.1563 -2.0269  0.3612
13 H -2.7302 0.8028 -0.1002  0.1929
14 H -2.8935 -0.7061 2.0973  0.1971
15 H -1.4251 -1.5706 2.7278  0.2225
16 H -1.3593 1.3593 2.9271  0.4690
17 H 0.9153 -0.9112 2.5946  0.2074
18 H 1.9888 -1.5361 1.2029  0.2154
19 H 1.3069 -4.0080 1.8714  0.4579
20 H 2.5143 0.1439 -1.3981  0.5114
21 N 1.1652 1.1921 -2.4182  -0.6977
22 N -0.9614 1.0702 -1.2024  -0.4485
23 O -1.1342 0.4006 3.2046  -0.7139
24 O 0.5157 -2.9351 2.3371  -0.7206
25 O 2.3781 -0.2430 -0.5012  -0.6832



Molecular formula: C16H24BrCl2N2O4S2
Method: DFT, the ωB97M-V functional and the def2-TZVPD basis

Summary:
- Charge: +1
- LUMO level: -5.10 eV
- Strongest force on any atom: 5.43 eV/A
- ΔE to the lowest compared entry with this formula, charge and spin: 474.6 kJ/mol

Last column: natural (NBO) charge in e.
Element x y z (Å)
1 C -2.8438 -5.1549 -2.5293  -0.6526
2 C -2.0467 -6.5465 -2.8179  -0.2323
3 Br -2.7932 -7.8781 -1.5187  0.0261
4 C -0.4553 -6.4273 -2.5730  -0.4947
5 C -0.0074 -4.8834 -2.6083  0.0921
6 C 0.2456 -4.1320 -1.2773  -0.1868
7 C 0.6697 -2.6355 -1.5157  0.0545
8 N 0.7544 -2.2225 -2.8764  -0.2401
9 S 1.1838 -0.5071 -3.0680  0.5026
10 C 0.1279 0.4012 -1.8288  -0.6724
11 C -0.1156 1.9370 -2.1795  0.7922
12 O -0.4918 2.3608 -3.2862  -0.5009
13 O 0.0783 2.8702 -1.1014  -0.5307
14 C -1.2186 3.4920 -0.7690  -0.0953
15 C -1.4217 3.7235 0.8037  0.0762
16 C -2.1692 5.1480 1.0343  -0.6455
17 O -0.1767 3.7713 1.5682  -0.5508
18 C -0.3623 3.1246 2.8272  0.7991
19 O -1.1822 3.4706 3.7015  -0.5332
20 C 0.5498 1.8129 3.0787  -0.6091
21 S -0.0057 0.5291 1.8337  -0.0782
22 N 0.5830 -2.8445 -4.0245  -0.1309
23 C 0.1986 -4.1962 -3.9788  0.0121
24 H -3.9600 -5.4196 -2.4564  0.2585
25 H -2.5218 -4.7562 -1.5088  0.2147
26 H -2.6986 -4.4052 -3.3752  0.2194
27 H -2.2172 -6.8946 -3.8946  0.2384
28 H 0.1350 -7.0733 -3.3047  0.2620
29 H -0.1659 -6.8014 -1.5184  0.2543
30 H 0.1099 -4.5830 -0.2424  0.2870
31 H 0.8902 -1.9315 -0.6332  0.2811
32 H 0.6964 0.3709 -0.8265  0.2556
33 H -0.8556 -0.1947 -1.7059  0.2777
34 H -2.0959 2.8440 -1.1521  0.2016
35 H -1.2426 4.4998 -1.3215  0.2153
36 H -2.0924 2.9468 1.3111  0.1962
37 H -2.5858 5.2244 2.0945  0.2471
38 H -3.0435 5.2333 0.3056  0.2129
39 H -1.4613 6.0369 0.8615  0.2290
40 H 1.6174 2.1114 2.8093  0.2731
41 H 0.4251 1.3791 4.1243  0.2694
42 H 1.1988 0.1310 1.2265  0.1188
43 H 0.0255 -4.7904 -4.9474  0.2725
44 Cl 2.0989 3.5842 5.8046  -0.0545
45 C 3.7535 4.0880 5.3851  -0.3930
46 C 4.0731 3.8325 3.9260  -0.3856
47 Cl 4.1834 2.0918 3.5557  -0.0694
48 H 4.4450 3.5637 6.0466  0.2296
49 H 3.8228 5.1567 5.5972  0.2322
50 H 5.0422 4.2703 3.6776  0.2319
51 H 3.3225 4.2718 3.2666  0.2232



Molecular formula: C54H99F6N18P
Method: DFT, the ωB97M-V functional and the def2-TZVPD basis

Summary:
- Charge: +8
- LUMO level: -10.78 eV
- Strongest force on any atom: 6.65 eV/A
- ΔE to the lowest compared entry with this formula, charge and spin: 270.0 kJ/mol

Last column: Löwdin charge in e.
Element x y z (Å)
1 C -2.7643 -1.6817 7.6984  -0.0393
2 C -2.7315 -0.1482 8.1842  -0.1281
3 N -2.9169 -0.2130 9.6004  -0.0994
4 C -1.9754 -0.4787 10.5821  0.0326
5 C -2.5770 -0.2330 11.8999  0.0416
6 N -3.8298 0.1983 11.6428  -0.1080
7 C -3.9870 0.3113 10.2456  0.0305
8 C -4.7829 0.7520 12.5704  0.0202
9 H -2.5848 -1.8915 6.6439  0.0674
10 H -3.7840 -2.0617 7.7607  0.0721
11 H -2.0875 -2.3988 8.1630  0.0775
12 H -3.5038 0.5347 7.8300  0.1260
13 H -1.7660 0.3202 7.9934  0.1262
14 H -0.9552 -0.7691 10.3787  0.1296
15 H -2.2239 -0.4175 12.9037  0.1459
16 H -4.9195 0.6445 9.8145  0.1621
17 H -5.5036 1.3846 12.0523  0.1074
18 H -4.2425 1.3444 13.3088  0.1184
19 H -5.3364 -0.0932 12.9796  0.1174
20 C 10.6059 0.0112 1.9216  -0.0655
21 C 10.5953 1.2812 1.0467  -0.1423
22 N 9.3272 1.3729 0.2746  -0.0540
23 C 8.9215 0.4576 -0.7149  0.0194
24 C 7.7047 0.8944 -1.2217  -0.0105
25 N 7.3107 2.0140 -0.5152  -0.1045
26 C 8.3305 2.3435 0.4477  0.0924
27 C 6.0887 2.7426 -0.8522  0.0062
28 H 10.7173 -0.9237 1.3725  0.0795
29 H 9.9498 -0.1404 2.7787  0.0794
30 H 11.6005 0.0443 2.3663  0.0880
31 H 11.3925 1.1278 0.3195  0.1341
32 H 10.8908 2.2257 1.5037  0.1332
33 H 9.5789 -0.3577 -0.9786  0.1403
34 H 7.0458 0.4060 -1.9244  0.1386
35 H 8.4221 3.2168 1.0764  0.1522
36 H 5.4273 2.2836 -0.1173  0.1053
37 H 5.7509 2.6589 -1.8851  0.1090
38 H 6.1803 3.7877 -0.5565  0.0991
39 C 5.0259 -4.4774 2.9100  -0.0519
40 C 5.7818 -5.6805 2.3760  -0.1662
41 N 5.1039 -6.1789 1.1993  -0.0596
42 C 5.5390 -6.0077 -0.0889  0.0010
43 C 4.5663 -6.3550 -1.0459  0.0269
44 N 3.6548 -6.9758 -0.2589  -0.1176
45 C 3.8876 -6.8030 1.0688  0.0359
46 C 2.4224 -7.4802 -0.8824  0.0359
47 H 5.6648 -3.8888 3.5684  0.0868
48 H 4.2003 -4.9027 3.4808  0.0788
49 H 4.5053 -3.9232 2.1291  0.0877
50 H 5.7761 -6.5394 3.0470  0.1393
51 H 6.8246 -5.4860 2.1255  0.1334
52 H 6.5153 -5.5821 -0.2681  0.1344
53 H 4.4234 -6.3815 -2.1161  0.1409
54 H 3.3318 -7.1114 1.9419  0.1720
55 H 2.3376 -8.5629 -0.7888  0.1161
56 H 2.3052 -6.9353 -1.8191  0.1055
57 H 1.6781 -7.0870 -0.1899  0.1007
58 C -7.1234 -0.4011 -3.4522  -0.0603
59 C -8.1166 -0.5546 -2.3351  -0.1844
60 N -7.7838 0.0677 -1.0643  -0.0397
61 C -8.6112 0.1075 0.0293  -0.0061
62 C -8.0835 0.8529 1.1705  0.0761
63 N -6.8383 1.3663 0.6535  -0.1041
64 C -6.8221 1.0042 -0.7142  0.0476
65 C -5.9269 2.1642 1.3971  -0.0164
66 H -7.2325 0.6508 -3.7162  0.0843
67 H -7.2947 -0.9431 -4.3823  0.0983
68 H -6.1177 -0.5192 -3.0490  0.0809
69 H -8.3427 -1.5969 -2.1101  0.1372
70 H -9.0759 -0.1293 -2.6299  0.1424
71 H -9.5875 -0.3398 -0.0851  0.1354
72 H -8.4037 1.1911 2.1450  0.1297
73 H -6.0744 1.3432 -1.4159  0.1518
74 H -5.2489 1.5483 1.9879  0.1109
75 H -6.5624 2.8047 2.0088  0.1076
76 H -5.3520 2.8624 0.7887  0.1087
77 C 5.2285 2.4036 6.3880  -0.0651
78 C 5.0478 3.8944 6.9496  -0.1155
79 N 6.2937 4.3259 7.5797  -0.0608
80 C 7.0190 5.4629 7.3322  -0.0256
81 C 8.1628 5.5132 8.1080  0.0256
82 N 8.1798 4.3514 8.9378  -0.0550
83 C 7.0239 3.6312 8.5332  0.0382
84 C 9.1140 4.0436 10.0741  0.0458
85 H 5.7385 2.3409 5.4267  0.0690
86 H 4.2984 1.8351 6.3850  0.0761
87 H 5.8433 1.7736 7.0307  0.0590
88 H 4.2792 3.6485 7.6823  0.1251
89 H 4.7753 4.4906 6.0787  0.1271
90 H 6.7282 6.1060 6.5148  0.1351
91 H 8.9443 6.2582 8.1327  0.1398
92 H 6.7124 2.7492 9.0731  0.1569
93 H 9.7070 4.9247 10.3192  0.1081
94 H 9.8525 3.4450 9.5408  0.1051
95 H 8.6201 3.5993 10.9382  0.1109
96 C -1.6193 -6.0578 -11.5189  -0.0475
97 C -1.5641 -4.5619 -11.7094  -0.1781
98 N -1.1354 -3.8489 -10.5236  -0.0627
99 C -1.9191 -3.4010 -9.4780  0.0142
100 C -1.0770 -2.9883 -8.3880  0.0021
101 N 0.2430 -3.1379 -8.8145  -0.0953
102 C 0.2128 -3.6965 -10.1000  0.0695
103 C 1.4480 -2.9606 -7.9510  0.0197
104 H -1.7603 -6.5245 -12.4938  0.0987
105 H -2.4725 -6.3071 -10.8881  0.0871
106 H -0.7535 -6.5965 -11.1338  0.0905
107 H -2.5106 -4.0561 -11.9004  0.1354
108 H -0.8712 -4.3094 -12.5120  0.1364
109 H -2.9840 -3.4426 -9.6530  0.1361
110 H -1.3447 -2.9137 -7.3444  0.1260
111 H 1.1159 -3.9696 -10.6256  0.1631
112 H 1.2679 -2.9188 -6.8768  0.0991
113 H 1.9440 -2.0470 -8.2786  0.1012
114 H 2.0222 -3.8861 -7.9935  0.1047
115 C -1.8715 2.6240 -7.3358  -0.0457
116 C -2.1882 3.3811 -8.5890  -0.1674
117 N -1.5421 2.8414 -9.7653  -0.0584
118 C -0.2644 2.3909 -9.8792  -0.0322
119 C -0.0438 1.8394 -11.1015  0.0080
120 N -1.1422 2.1264 -11.8956  -0.1085
121 C -2.0541 2.7492 -11.0446  0.0664
122 C -1.3325 1.8887 -13.2756  0.0132
123 H -0.8280 2.3199 -7.4178  0.0574
124 H -2.4535 1.7040 -7.2805  0.0915
125 H -1.9233 3.1777 -6.3984  0.0944
126 H -2.0352 4.4447 -8.7719  0.1475
127 H -3.2326 3.2376 -8.8660  0.1308
128 H 0.3631 2.4708 -9.0038  0.1319
129 H 0.7819 1.3661 -11.6120  0.1443
130 H -3.0137 3.0827 -11.4110  0.1693
131 H -2.3997 1.7830 -13.4707  0.1198
132 H -1.0426 0.8384 -13.3055  0.1088
133 H -0.6660 2.4837 -13.8999  0.1287
134 C 0.1800 7.5272 0.3486  -0.0502
135 C 0.7794 9.0184 0.4525  -0.1450
136 N 0.9077 9.6997 -0.7837  -0.0493
137 C 0.0779 9.6420 -1.9387  0.0210
138 C 0.6949 10.2108 -3.0651  0.0319
139 N 1.7604 10.8874 -2.5250  -0.1215
140 C 1.8630 10.6211 -1.1701  0.0539
141 C 2.6277 11.7025 -3.2872  -0.0055
142 H 0.1610 7.1672 1.3773  0.0724
143 H 0.8903 6.8353 -0.1040  0.0694
144 H -0.7884 7.3244 -0.1086  0.0693
145 H 1.7530 8.9032 0.9290  0.1327
146 H 0.0355 9.6015 0.9953  0.1359
147 H -0.8439 9.0800 -1.9088  0.1245
148 H 0.4810 10.4051 -4.1058  0.1449
149 H 2.6450 11.0483 -0.5599  0.1683
150 H 2.3377 12.7531 -3.2771  0.1212
151 H 2.6471 11.5295 -4.3632  0.1142
152 H 3.6250 11.5206 -2.8867  0.1120
153 C -6.6187 -5.7789 1.8602  -0.0739
154 C -7.2879 -5.9871 3.1974  -0.1676
155 N -8.3576 -6.9759 3.1762  -0.0800
156 C -9.4355 -6.8753 2.3769  -0.0071
157 C -10.3029 -7.9253 2.7307  0.0670
158 N -9.6651 -8.6335 3.7944  -0.0846
159 C -8.6057 -7.8315 4.1693  0.0281
160 C -10.1081 -9.8005 4.4451  0.0015
161 H -5.7622 -5.1102 1.9456  0.0828
162 H -7.2399 -5.3850 1.0557  0.0751
163 H -6.0771 -6.6503 1.4920  0.0896
164 H -7.7280 -5.0478 3.5322  0.1329
165 H -6.5491 -6.3295 3.9220  0.1318
166 H -9.4926 -6.0744 1.6545  0.1371
167 H -11.3184 -8.0891 2.4019  0.1412
168 H -8.0294 -7.9699 5.0721  0.1718
169 H -9.6918 -10.7180 4.0292  0.1229
170 H -11.1910 -9.6784 4.4231  0.1168
171 H -9.9230 -9.7292 5.5169  0.1145
172 P 0.0576 -0.6183 -0.2304  0.0808
173 F -0.0121 0.9763 -0.5379  -0.1816
174 F -0.8321 -0.9094 -1.4744  -0.1474
175 F 1.3667 -0.8412 -1.1507  -0.1774
176 F -0.0577 -2.2577 0.0490  -0.2203
177 F 0.9912 -0.3454 1.0714  -0.1830
178 F -1.2005 -0.4859 0.7315  -0.1710



Molecular formula: C4H8O2
Method: DFT, the ωB97M-V functional and the def2-TZVPD basis

Summary:
- Charge: 0
- LUMO level: 0.82 eV
- Strongest force on any atom: 0.51 eV/A
- ΔE to the lowest compared entry with this formula, charge and spin: 81.7 kJ/mol

Last column: natural (NBO) charge in e.
Element x y z (Å)
1 C 0.7644 -0.0627 1.9801  -0.6043
2 C 0.5525 0.5087 0.5866  -0.5122
3 C -0.1605 -0.4260 -0.3678  0.5712
4 O -0.3787 -1.5955 -0.1337  -0.5492
5 C -0.6501 0.2235 -1.6541  -0.1639
6 O -1.1607 -0.6773 -2.5871  -0.6963
7 H -0.1920 -0.2987 2.4558  0.2147
8 H 1.2936 0.6588 2.6103  0.2113
9 H 1.3496 -0.9849 1.9393  0.2218
10 H 1.5113 0.7776 0.1207  0.2302
11 H -0.0234 1.4438 0.6240  0.2210
12 H -1.3932 0.9849 -1.3555  0.1775
13 H 0.1810 0.7653 -2.1213  0.1984
14 H -1.6938 -1.3175 -2.0973  0.4798